[1]
This record from the Open Molecules 2025 dataset describes a cluster of 2 separate species, C4H12 in total in a non-equilibrium geometry. The level of theory is ωB97M-V/def2-TZVPD.

Each line ends with the Mulliken charge.
Positions of all 16 atoms, in Å:
C: 0.13912 2.23728 0.81831  -1.520
C: 0.54034 -1.54471 0.36903  -1.660
C: -0.67528 1.77086 -0.38722  -2.231
C: 0.00585 -2.39663 -0.80273  -2.274
H: -1.31324 0.91555 -0.14620  0.201
H: 1.16175 2.52000 0.56709  0.595
H: -0.31116 -1.16972 0.93887  0.346
H: 0.01410 1.50736 1.62096  0.360
H: -0.33538 -1.76324 -1.61816  0.702
H: -0.76793 -3.05736 -0.48259  0.668
H: 1.07012 -2.21853 1.05100  0.885
H: 1.20472 -0.80254 -0.07023  0.352
H: -0.20445 3.18270 1.26971  0.409
H: 0.80815 -3.02935 -1.20096  0.506
H: -0.02218 1.31119 -1.12504  0.233
H: -1.31454 2.53713 -0.80183  1.427

Cartesian forces (eV/Å) of the 6 atoms listed first:
C -0.558 0.852 0.466
C -0.404 -1.283 -0.541
C 0.011 -0.653 0.257
C 1.074 0.363 0.059
H -0.213 0.196 0.307
H 0.250 -0.719 0.076

## Properties
Energy = -4340.651 eV
<S²> = 0.7503
E_HOMO (spin up / spin down) = 1.6 / -7.9 eV
Total charge = -1
Multiplicity = 2


[2]
This record from the Open Molecules 2025 dataset describes a structure of composition C8H15N2OPdS in a non-equilibrium geometry. The level of theory is ωB97M-V/def2-TZVPD.

Each line ends with the Mulliken charge.
Positions of all 28 atoms, in Å:
Pd: -0.43510 -1.04461 -0.36464  -0.087
S: -2.36260 -1.95801 -1.58134  -0.485
O: -0.81470 1.41109 -1.55314  -0.579
N: -0.88140 -4.13291 -0.58714  -0.718
N: -0.02380 2.42069 -3.38584  -0.427
C: 1.18060 -0.63501 -1.78374  -1.209
C: -0.14270 1.29949 1.78076  -0.935
C: -0.14190 1.33849 -2.55934  0.446
C: -1.39050 -3.14401 -0.92994  0.563
C: 0.29840 0.03539 3.88906  -1.642
C: -0.56730 -1.17211 1.81686  -1.174
C: 0.63000 0.11639 -2.99274  -0.159
C: 0.30660 -0.05031 2.35406  0.904
H: -0.59450 3.23249 -3.20944  0.244
H: 0.62670 2.06219 1.90906  0.348
H: 0.66780 -0.88661 4.33736  0.408
H: 0.92750 0.86359 4.22076  0.391
H: 0.44680 2.34649 -4.27014  0.176
H: -0.06940 -0.53861 -3.52934  0.228
H: -1.04470 1.63639 2.29026  0.324
H: -0.36870 1.18629 0.71186  0.117
H: 1.34200 -0.24231 2.03966  0.167
H: 1.64200 -1.57871 -2.10704  0.393
H: 1.41460 0.43009 -3.70574  0.295
H: 1.92860 -0.01441 -1.26384  0.332
H: -0.71920 0.21399 4.23346  0.355
H: -0.22810 -2.16251 2.15336  0.417
H: -1.62710 -1.03291 2.08686  0.308

Cartesian forces (eV/Å) of the 6 atoms listed first:
Pd 0.557 0.463 0.301
S -0.454 0.630 -0.299
O -0.127 0.173 0.127
N 0.420 -0.148 0.277
N 0.033 0.341 -0.332
C -0.004 -0.156 0.241

## Properties
Energy = -27881.578 eV
<S²> = 2.0054
E_HOMO (spin up / spin down) = -3.5 / -3.6 eV
Total charge = -1
Multiplicity = 3


> Which of these has the lowest multiplicity?

C4H12


> Number 1 is which compound?

C4H12